No. 1
The following is a quantum chemistry calculation of a molecular structure, C24H60Cs3N4O4S, from the OMol25 dataset.

XYZ file:
```
96
Properties=species:S:1:pos:R:3:lowdin_charge:R:1
Cs -1.64 -4.85 1.69 0.89
Cs 1.11 -4.97 -4.10 0.90
Cs -1.15 3.37 -1.85 0.89
S 0.48 -0.99 -0.81 0.03
O 1.40 0.12 -1.03 -0.45
O -0.37 -1.13 -1.97 -0.49
O 1.14 -2.28 -0.65 -0.48
O -0.40 -0.62 0.29 -0.47
C -7.31 -1.26 2.94 -0.09
C -6.01 -1.96 2.66 -0.25
N -5.94 -3.34 3.23 -0.20
C -6.89 -4.21 2.54 -0.26
C -6.68 -5.71 2.74 -0.08
C -5.92 -3.32 4.70 -0.23
C -4.75 -2.51 5.33 -0.07
H -7.17 -0.18 3.02 0.07
H -7.83 -1.57 3.86 0.07
H -7.93 -1.36 2.05 0.07
H -5.92 -2.06 1.58 0.11
H -5.16 -1.35 2.97 0.10
H -7.91 -3.93 2.80 0.11
H -6.77 -4.09 1.46 0.11
H -5.73 -5.99 2.28 0.06
H -6.59 -5.98 3.79 0.06
H -7.43 -6.32 2.24 0.08
H -5.68 -4.34 4.98 0.10
H -6.91 -3.05 5.08 0.11
H -4.82 -2.61 6.41 0.07
H -4.90 -1.43 5.27 0.07
H -3.77 -2.83 4.99 0.07
C 6.57 -3.88 -3.07 -0.08
C 6.57 -3.80 -4.60 -0.26
N 5.58 -2.88 -5.17 -0.18
C 5.50 -1.57 -4.51 -0.26
C 6.70 -0.70 -4.62 -0.10
C 5.81 -2.71 -6.62 -0.27
C 5.42 -3.96 -7.38 -0.10
H 6.89 -2.93 -2.64 0.07
H 7.24 -4.69 -2.78 0.08
H 5.57 -4.07 -2.68 0.07
H 7.55 -3.40 -4.85 0.11
H 6.52 -4.79 -5.07 0.10
H 4.64 -1.00 -4.87 0.12
H 5.30 -1.73 -3.45 0.11
H 6.86 -0.39 -5.65 0.07
H 6.63 0.22 -4.04 0.08
H 7.66 -1.04 -4.22 0.07
H 6.87 -2.50 -6.78 0.11
H 5.25 -1.87 -7.03 0.12
H 4.42 -4.29 -7.11 0.06
H 6.07 -4.81 -7.19 0.06
H 5.45 -3.80 -8.46 0.07
C 5.47 0.48 2.94 -0.08
C 6.68 0.36 3.94 -0.21
N 6.78 1.58 4.79 -0.21
C 5.76 1.68 5.86 -0.25
C 6.22 0.82 7.01 -0.10
C 6.97 2.83 4.03 -0.26
C 7.71 3.93 4.79 -0.09
H 4.52 0.79 3.37 0.06
H 5.31 -0.51 2.52 0.06
H 5.67 1.18 2.13 0.06
H 6.62 -0.49 4.62 0.09
H 7.63 0.20 3.43 0.11
H 5.61 2.66 6.29 0.11
H 4.81 1.39 5.41 0.10
H 5.57 0.95 7.88 0.07
H 6.31 -0.24 6.76 0.06
H 7.22 1.07 7.36 0.08
H 5.94 3.17 3.91 0.10
H 7.39 2.64 3.04 0.11
H 7.76 4.83 4.18 0.07
H 8.68 3.59 5.15 0.07
H 7.21 4.15 5.73 0.06
C -5.11 5.98 -4.33 -0.07
C -6.12 4.87 -3.93 -0.24
N -5.98 4.59 -2.50 -0.22
C -6.29 5.73 -1.64 -0.24
C -7.70 6.36 -1.87 -0.08
C -6.66 3.37 -2.05 -0.23
C -5.99 2.09 -2.68 -0.07
H -4.99 6.00 -5.41 0.07
H -4.16 5.86 -3.81 0.07
H -5.48 6.97 -4.05 0.06
H -7.16 5.05 -4.20 0.11
H -5.98 3.98 -4.55 0.10
H -5.57 6.52 -1.82 0.10
H -6.12 5.44 -0.60 0.11
H -8.52 5.64 -1.82 0.07
H -7.81 6.86 -2.83 0.06
H -7.86 7.10 -1.09 0.07
H -6.64 3.32 -0.96 0.11
H -7.73 3.46 -2.24 0.10
H -6.54 1.21 -2.34 0.06
H -6.08 1.98 -3.76 0.06
H -4.97 1.94 -2.35 0.06
```

Summary:
Energy (hartree): -1928.67918
Relative energy (zero: lowest compared OMol25 entry of this formula, charge and spin) (kcal per mole): 116.3
Net charge: +1

=====

No. 2
The following is a quantum chemistry calculation of a single C3H3N3O molecule, from the OMol25 dataset.

XYZ file:
```
10
Properties=species:S:1:pos:R:3:lowdin_charge:R:1
C 0.27 -1.62 -0.11 -0.01
C -0.18 -0.32 0.07 -0.35
C -0.97 0.30 1.09 -0.08
H 1.45 -1.12 -1.32 0.08
H -0.02 -2.42 0.59 0.15
H -1.40 -0.23 2.01 0.12
N -0.86 1.69 0.97 0.03
N -0.10 1.83 -0.24 -0.03
N 0.30 0.69 -0.70 0.00
O 1.23 -1.98 -0.99 0.10
```

Summary:
Energy (hartree): -355.52565
Relative energy (zero: lowest compared OMol25 entry of this formula, charge and spin) (kcal per mole): 71.7
SMILES: O/C=C1/C=NN=N1

=====

No. 3
The following is a quantum chemistry calculation of 2 unconnected molecules or ions with the total composition C6H17NO, from the OMol25 dataset.

XYZ file:
```
25
Properties=species:S:1:pos:R:3:lowdin_charge:R:1
C -0.27 3.12 2.26 -0.14
C 0.58 3.20 1.03 -0.28
C 0.04 2.43 -0.21 -0.22
C 0.14 0.92 -0.04 -0.25
C -0.77 0.12 -1.02 -0.22
C -0.18 -1.29 -1.23 -0.44
N -0.06 -1.98 0.06 -0.03
H -1.27 3.57 2.12 0.07
H 0.09 3.74 3.09 0.06
H -0.55 2.13 2.62 0.07
H 1.56 2.78 1.32 0.10
H 0.88 4.18 0.67 0.09
H 0.62 2.84 -1.03 0.10
H -1.03 2.59 -0.37 0.11
H 1.18 0.57 -0.14 0.10
H -0.07 0.60 0.98 0.09
H -1.00 0.68 -1.93 0.09
H -1.67 0.01 -0.40 0.10
H -0.93 -1.90 -1.74 0.05
H 0.75 -1.20 -1.77 0.05
H -0.41 -2.92 -0.01 0.00
H 0.83 -1.88 0.52 0.03
H 0.37 -6.00 -1.52 -0.07
H 0.70 -4.54 -1.15 -0.08
O 0.38 -5.39 -0.77 -0.39
```

Summary:
Energy (hartree): -368.73203
Spin multiplicity: 2
Relative energy (zero: lowest compared OMol25 entry of this formula, charge and spin) (kcal per mole): 10.0
Net charge: -1
<S²>: 0.7504

=====

No. 4
The following is a quantum chemistry calculation of a single C5H7N molecule, from the OMol25 dataset.

XYZ file:
```
13
Properties=species:S:1:pos:R:3:lowdin_charge:R:1
C 1.93 -0.04 -0.17 -0.04
C 0.45 0.09 0.00 -0.35
C -0.39 1.16 0.03 -0.06
C -1.74 0.64 0.01 -0.10
C -1.65 -0.71 0.00 -0.14
N -0.30 -1.08 0.02 0.02
H 2.28 -1.00 0.24 0.07
H 2.19 -0.05 -1.24 0.08
H 2.48 0.77 0.32 0.08
H -0.10 2.20 0.12 0.10
H -2.65 1.22 -0.03 0.09
H -2.42 -1.47 -0.08 0.10
H -0.06 -1.71 0.77 0.15
```

Summary:
Energy (hartree): -249.45721
Relative energy (zero: lowest compared OMol25 entry of this formula, charge and spin) (kcal per mole): 10.1
SMILES: Cc1ccc[nH]1

=====

No. 5
The following is a quantum chemistry calculation of a molecular structure, C39H33CaN3O2P2, from the OMol25 dataset.

XYZ file:
```
80
Properties=species:S:1:pos:R:3:lowdin_charge:R:1
Ca -0.82 0.09 -1.10 1.29
O -2.08 -6.83 0.70 0.10
N -1.42 -6.81 -0.32 -0.34
O -1.05 -7.77 -0.95 0.14
C -0.97 -5.48 -0.78 -0.07
C 0.28 -5.40 -1.25 0.08
C 0.83 -4.13 -1.61 -0.12
C 2.15 -4.00 -2.08 0.04
C 2.63 -2.76 -2.39 -0.01
C 1.79 -1.66 -2.23 -0.11
N 0.54 -1.75 -1.79 -0.01
C 0.05 -2.98 -1.48 -0.15
C -1.32 -3.09 -1.01 -0.15
N -2.06 -1.96 -0.92 -0.02
C -3.32 -2.05 -0.50 -0.10
C -3.92 -3.26 -0.16 0.00
C -3.18 -4.41 -0.24 0.05
C -1.84 -4.35 -0.66 -0.06
H 0.89 -6.30 -1.35 0.15
H 2.76 -4.88 -2.19 0.14
H 3.64 -2.62 -2.76 0.13
H 2.14 -0.66 -2.47 0.12
H -3.88 -1.13 -0.43 0.12
H -4.95 -3.28 0.16 0.13
H -3.62 -5.36 0.03 0.13
C 2.14 2.43 1.20 -0.29
C 2.24 0.93 1.50 -0.34
P 0.59 0.12 1.46 0.98
C 0.89 -1.65 1.73 -0.39
C 2.13 -2.25 1.49 -0.09
C 2.29 -3.62 1.65 -0.07
C 1.22 -4.41 2.04 -0.06
C -0.02 -3.82 2.28 -0.06
C -0.18 -2.45 2.12 -0.11
C -0.23 0.69 2.96 -0.40
C -1.29 1.59 2.87 -0.12
C -1.90 2.07 4.02 -0.06
C -1.46 1.65 5.27 -0.05
C -0.40 0.75 5.37 -0.05
C 0.21 0.27 4.22 -0.08
C 1.68 2.73 -0.24 -0.35
P 0.04 3.63 -0.33 1.08
C 0.51 5.21 -1.09 -0.40
C 0.96 6.18 -0.19 -0.11
C 1.40 7.41 -0.65 -0.06
C 1.36 7.70 -2.01 -0.06
C 0.88 6.75 -2.90 -0.06
C 0.46 5.51 -2.45 -0.09
C -0.75 2.73 -1.75 -0.46
C -0.04 2.16 -2.82 -0.15
C -0.68 1.34 -3.75 -0.08
C -2.05 1.08 -3.63 -0.08
C -2.77 1.68 -2.60 -0.09
C -2.13 2.49 -1.67 -0.14
H 3.13 2.87 1.37 0.12
H 1.47 2.90 1.93 0.09
H 2.69 0.74 2.47 0.10
H 2.87 0.46 0.74 0.08
H 2.99 -1.65 1.20 0.10
H 3.26 -4.07 1.48 0.12
H 1.35 -5.47 2.19 0.12
H -0.85 -4.43 2.61 0.12
H -1.14 -1.99 2.34 0.11
H -1.63 1.94 1.90 0.07
H -2.72 2.77 3.95 0.11
H -1.93 2.02 6.16 0.12
H -0.06 0.42 6.34 0.12
H 1.03 -0.43 4.30 0.12
H 1.61 1.79 -0.79 0.03
H 2.42 3.33 -0.77 0.09
H 0.97 5.98 0.88 0.10
H 1.76 8.16 0.05 0.11
H 1.69 8.66 -2.37 0.12
H 0.83 6.98 -3.96 0.11
H 0.08 4.79 -3.16 0.09
H 1.02 2.36 -2.93 0.12
H -0.12 0.90 -4.56 0.13
H -2.54 0.44 -4.35 0.13
H -3.84 1.52 -2.53 0.13
H -2.69 2.94 -0.86 0.12
```

Summary:
Energy (hartree): -3180.58560
Relative energy (zero: lowest compared OMol25 entry of this formula, charge and spin) (kcal per mole): 0.1
Net charge: +2

=====

No. 6
The following is a quantum chemistry calculation of a molecular structure, C28H27N5O2Ti, from the OMol25 dataset.

XYZ file:
```
63
Properties=species:S:1:pos:R:3:lowdin_charge:R:1
Ti 0.27 -0.48 -0.20 1.03
O -0.45 -1.36 -4.22 0.05
C -0.51 -1.20 -3.00 -0.48
N 0.45 -0.99 -2.10 -0.10
C 1.78 -1.23 -2.50 -0.17
C 2.45 -2.05 -1.44 -0.21
C 3.51 -2.90 -1.67 0.01
C 3.89 -3.77 -0.64 -0.04
C 3.27 -3.66 0.58 -0.07
C 2.25 -2.78 0.77 -0.14
N 1.84 -1.98 -0.19 0.00
C -1.83 -1.38 -2.23 -0.19
C -2.98 -1.63 -2.92 0.01
C -4.18 -1.58 -2.20 -0.02
C -4.19 -1.37 -0.79 -0.03
C -2.95 -1.26 -0.24 -0.14
N -1.79 -1.26 -0.89 0.05
H 2.42 -0.38 -2.73 0.13
H 1.77 -1.83 -3.47 0.15
H 4.00 -2.99 -2.60 0.11
H 4.61 -4.55 -0.80 0.10
H 3.37 -4.43 1.36 0.12
H 1.72 -2.61 1.68 0.10
H -2.96 -1.66 -4.01 0.13
H -5.13 -1.62 -2.72 0.10
H -5.14 -1.35 -0.23 0.12
H -2.85 -1.19 0.85 0.10
C -4.06 3.02 -1.61 -0.10
C -3.77 2.92 -0.28 -0.10
C -2.63 2.35 0.21 -0.05
C -1.71 1.92 -0.72 -0.31
C -2.01 1.94 -2.05 -0.03
C -3.23 2.44 -2.52 -0.07
N -0.43 1.48 -0.24 -0.15
N 0.34 2.55 0.01 0.07
C 1.67 2.19 0.22 -0.33
C 2.63 3.17 0.51 -0.05
C 3.94 2.84 0.68 -0.12
C 4.34 1.52 0.75 -0.11
C 3.37 0.59 0.48 -0.17
C 2.05 0.85 0.14 -0.16
H -5.01 3.38 -1.87 0.08
H -4.44 3.26 0.49 0.10
H -2.38 2.40 1.27 0.11
H -1.31 1.50 -2.75 0.12
H -3.40 2.49 -3.61 0.12
H 2.34 4.18 0.47 0.09
H 4.64 3.60 0.96 0.09
H 5.35 1.18 1.03 0.10
H 3.66 -0.49 0.61 0.09
C -0.82 0.95 3.83 -0.14
C 0.35 0.21 4.41 -0.13
C 0.98 -0.30 3.08 -0.16
O -0.09 -0.60 2.18 -0.24
C -1.25 0.06 2.61 -0.21
H -0.54 1.93 3.48 0.11
H -1.72 1.01 4.53 0.14
H 0.01 -0.63 4.97 0.10
H 1.07 0.85 4.91 0.13
H 1.39 -1.32 3.15 0.11
H 1.64 0.36 2.51 0.11
H -1.91 -0.76 2.97 0.13
H -1.76 0.47 1.75 0.06
```

Summary:
Energy (hartree): -2356.86358
Spin multiplicity: 3
Relative energy (zero: lowest compared OMol25 entry of this formula, charge and spin) (kcal per mole): 22.3
<S²>: 2.0229

=====

no.,maximum force (eV/Å)
1,3.8
2,5.4
3,2.2
4,0.8
5,0.1
6,2.6